No. 1
C5H8FN | ωB97M-V/def2-TZVPD

Atoms and positions in Å:
1 C 2.012 1.289 -0.050
2 C 1.963 -0.036 -0.034
3 F 3.156 -0.695 -0.136
4 C 0.891 -1.028 0.021
5 C -0.441 -0.925 0.019
6 C -1.254 0.339 -0.034
7 N -2.696 -0.035 -0.250
8 H 2.998 1.765 -0.091
9 H 1.116 1.871 0.118
10 H 1.250 -2.081 0.055
11 H -0.998 -1.816 -0.012
12 H -1.069 0.967 0.869
13 H -0.906 0.930 -0.897
14 H -3.208 0.483 0.427
15 H -2.813 -1.027 -0.005

Energy relative to the best compared isomer or geometry (same formula, charge and spin) in kcal/mol: 25.9
SMILES string: C=C(F)/C=C\CN
Energy in eV: -9520.6665
M in g/mol: 101.12

No. 2
C25H29BCl3GeN6OPPt | ωB97M-V/def2-TZVPD

Atoms and positions in Å:
1 Pt 0.077 0.025 0.452
2 C 3.298 -0.782 -2.242
3 C 2.023 -0.302 -2.002
4 N 1.651 -0.613 -0.753
5 N 2.693 -1.242 -0.161
6 C 3.685 -1.364 -1.046
7 B 2.623 -1.699 1.306
8 N 1.326 -2.520 1.463
9 C 1.128 -3.758 1.926
10 C -0.235 -3.964 2.067
11 C -0.812 -2.768 1.666
12 N 0.142 -1.897 1.316
13 N 2.470 -0.426 2.184
14 C 3.134 -0.079 3.294
15 C 2.559 1.060 3.827
16 C 1.511 1.360 2.968
17 N 1.464 0.453 1.985
18 H 3.864 -0.716 -3.154
19 H 1.355 0.212 -2.667
20 H 4.602 -1.860 -0.772
21 H 3.579 -2.330 1.618
22 H 1.961 -4.413 2.122
23 H -0.731 -4.854 2.413
24 H -1.853 -2.510 1.589
25 H 3.986 -0.653 3.621
26 H 2.868 1.603 4.704
27 H 0.814 2.177 3.011
28 C -0.611 3.311 0.844
29 P -0.188 2.149 -0.472
30 C -1.604 2.192 -1.599
31 C 1.189 2.868 -1.363
32 C 2.102 3.680 -0.689
33 C 3.053 4.392 -1.403
34 C 3.109 4.285 -2.785
35 C 2.213 3.466 -3.462
36 C 1.264 2.749 -2.755
37 H 0.150 3.339 1.615
38 H -1.567 3.024 1.285
39 H -0.708 4.307 0.407
40 H -1.586 3.161 -2.100
41 H -2.528 2.100 -1.030
42 H -1.562 1.403 -2.349
43 H 2.084 3.764 0.390
44 H 3.747 5.036 -0.879
45 H 3.858 4.835 -3.338
46 H 2.246 3.397 -4.540
47 H 0.572 2.119 -3.301
48 C -4.519 -0.117 0.200
49 C -3.112 -0.597 0.043
50 O -2.212 -0.027 0.713
51 C -2.833 -1.684 -0.887
52 C -1.618 -1.753 -1.576
53 C -1.333 -2.822 -2.400
54 C -2.273 -3.839 -2.549
55 C -3.496 -3.772 -1.894
56 C -3.789 -2.691 -1.081
57 H -4.545 0.828 0.736
58 H -5.115 -0.847 0.753
59 H -4.992 -0.011 -0.777
60 H -0.914 -0.925 -1.522
61 H -0.397 -2.863 -2.941
62 H -2.055 -4.679 -3.195
63 H -4.228 -4.556 -2.031
64 H -4.744 -2.652 -0.575
65 Cl -3.920 -1.930 3.315
66 Ge -2.996 -0.172 3.852
67 Cl -3.925 1.618 3.478
68 Cl -1.399 -0.228 5.128

Energy relative to the best compared isomer or geometry (same formula, charge and spin) in kcal/mol: 8.1
Net charge: +3
Spin multiplicity: 2
Energy in eV: -144656.6662
M in g/mol: 845.38
⟨S²⟩: 0.75

No. 3
C2HO2S2 | ωB97M-V/def2-TZVPD

Atoms and positions in Å:
1 O -3.814 0.160 -0.647
2 C -2.998 -0.558 -0.119
3 O -2.889 -1.662 0.346
4 C -1.692 0.305 0.076
5 S -1.541 1.803 0.452
6 S 0.073 -1.034 0.127
7 H -0.913 -1.463 1.100

Energy relative to the best compared isomer or geometry (same formula, charge and spin) in kcal/mol: 31.1
SMILES string: O=C([O-])C(=S)S
Net charge: -1
Energy in eV: -27855.6329
M in g/mol: 121.16

No. 4
C42H72ClF8N7O4S | ωB97M-V/def2-TZVPD

Atoms and positions in Å:
1 C 0.999 -2.125 4.386
2 O -0.401 -2.298 4.571
3 C -1.055 -1.658 3.487
4 C -2.578 -1.797 3.599
5 O -2.972 -1.287 4.878
6 C -3.576 -0.013 4.800
7 C -2.629 1.136 4.400
8 C -1.454 1.363 5.366
9 N -0.735 2.606 4.969
10 C -3.019 -3.297 3.625
11 C -2.702 -4.040 2.300
12 C -1.244 -4.589 2.295
13 O -0.698 -4.526 0.977
14 C 0.638 -4.967 0.957
15 C 1.525 -3.793 0.409
16 F 1.606 -3.939 -0.922
17 F 0.886 -2.635 0.640
18 C 2.946 -3.745 1.002
19 F 2.928 -4.036 2.305
20 F 3.637 -4.726 0.423
21 C 3.699 -2.387 0.865
22 F 5.011 -2.686 0.868
23 F 3.504 -1.649 1.946
24 C 3.440 -1.599 -0.433
25 F 4.242 -0.518 -0.385
26 F 3.818 -2.334 -1.474
27 O -4.294 -3.515 4.188
28 C -5.413 -3.401 3.400
29 Cl -5.970 -5.008 2.671
30 C -5.434 -2.335 2.300
31 C -6.859 -2.097 1.734
32 C -6.849 -1.146 0.508
33 S -5.704 0.282 0.649
34 H 1.551 -2.936 4.876
35 H 1.260 -2.177 3.319
36 H 1.314 -1.143 4.770
37 H -0.753 -2.079 2.507
38 H -0.730 -0.607 3.471
39 H -3.044 -1.230 2.781
40 H -4.464 0.029 4.147
41 H -3.937 0.211 5.816
42 H -3.184 2.084 4.315
43 H -2.222 0.949 3.393
44 H -1.774 1.481 6.408
45 H -0.712 0.552 5.318
46 H -1.142 2.998 4.130
47 H 0.215 2.385 4.696
48 H -2.315 -3.734 4.352
49 H -3.343 -4.901 2.111
50 H -2.760 -3.335 1.455
51 H -0.606 -4.142 3.071
52 H -1.323 -5.664 2.549
53 H 0.770 -5.805 0.262
54 H 0.957 -5.297 1.952
55 H 2.423 -1.219 -0.554
56 H -6.240 -3.152 4.076
57 H -5.154 -1.383 2.766
58 H -4.785 -2.544 1.441
59 H -7.470 -1.631 2.523
60 H -7.341 -3.030 1.425
61 H -7.863 -0.750 0.397
62 H -6.635 -1.702 -0.401
63 H -4.600 -0.097 -0.045
64 C 4.926 2.768 -1.835
65 C 4.229 3.693 -2.826
66 C 3.028 4.418 -2.213
67 C 2.020 3.440 -1.753
68 N 1.248 2.671 -1.396
69 H 4.260 1.972 -1.496
70 H 5.789 2.293 -2.301
71 H 5.275 3.320 -0.960
72 H 3.904 3.110 -3.691
73 H 4.943 4.434 -3.190
74 H 2.566 5.077 -2.949
75 H 3.340 5.028 -1.365
76 C 4.371 3.718 -7.047
77 C 5.783 3.634 -7.616
78 C 6.852 3.496 -6.528
79 C 6.825 4.666 -5.626
80 N 6.794 5.570 -4.922
81 H 4.242 4.601 -6.418
82 H 3.638 3.786 -7.851
83 H 4.141 2.833 -6.449
84 H 5.981 4.523 -8.217
85 H 5.849 2.774 -8.286
86 H 7.844 3.424 -6.974
87 H 6.681 2.595 -5.937
88 C 7.541 -8.510 2.348
89 C 6.840 -7.587 1.357
90 C 5.631 -6.868 1.963
91 C 4.622 -7.849 2.413
92 N 3.843 -8.613 2.763
93 H 6.881 -9.312 2.683
94 H 8.411 -8.977 1.884
95 H 7.881 -7.957 3.226
96 H 6.524 -8.169 0.489
97 H 7.551 -6.839 1.000
98 H 5.173 -6.213 1.224
99 H 5.935 -6.258 2.815
100 C -9.691 0.677 -2.334
101 C -9.077 -0.039 -3.532
102 C -9.368 -1.543 -3.543
103 C -8.811 -2.185 -2.335
104 N -8.378 -2.667 -1.390
105 H -9.278 0.309 -1.393
106 H -9.484 1.746 -2.382
107 H -10.774 0.542 -2.309
108 H -7.997 0.126 -3.532
109 H -9.468 0.401 -4.451
110 H -8.922 -2.010 -4.421
111 H -10.443 -1.727 -3.572
112 C 0.204 3.660 -7.502
113 C -0.688 4.881 -7.320
114 C -0.513 5.916 -8.436
115 C 0.882 6.416 -8.468
116 N 1.959 6.808 -8.495
117 H 1.260 3.933 -7.474
118 H 0.032 2.941 -6.701
119 H 0.005 3.160 -8.453
120 H -0.470 5.346 -6.356
121 H -1.731 4.560 -7.291
122 H -1.179 6.764 -8.274
123 H -0.752 5.479 -9.407
124 C 1.489 7.246 5.615
125 C 2.368 6.226 4.900
126 C 1.930 5.969 3.456
127 C 0.552 5.439 3.422
128 N -0.519 5.034 3.411
129 H 0.458 6.898 5.695
130 H 1.854 7.420 6.627
131 H 1.488 8.202 5.087
132 H 2.355 5.289 5.460
133 H 3.401 6.583 4.897
134 H 2.593 5.245 2.981
135 H 1.965 6.891 2.873

SMILES string: COC[C@H](OCCCN)[C@H](CCOCC(F)(F)C(F)(F)C(F)(F)C(F)F)O[C@H](Cl)CCCS.CCCC#N.CCCC#N.CCCC#N.CCCC#N.CCCC#N.CCCC#N
Energy in eV: -108437.0056
M in g/mol: 958.59